Formula: C20H50CaN2O4Si2
Source: OMol25
Level of theory: wB97M-V/def2-TZVPD

XYZ file:
```
79
Properties=species:S:1:pos:R:3:forces:R:3
O 1.823 0.498 0.505 2.7151 -1.3420 -0.5117
O 1.548 -3.011 -0.007 -0.0056 -0.7905 -0.0664
C 2.797 0.414 -0.649 -0.9954 -0.0481 1.3558
C 3.585 1.686 -0.863 -0.0610 0.1015 -0.3374
H 2.179 0.148 -1.515 0.1789 0.1426 0.1779
H 3.470 -0.415 -0.404 -0.3055 0.1498 -0.5739
H 2.940 2.555 -1.041 0.1135 -0.2268 0.1878
H 4.199 1.538 -1.757 -0.0521 0.0422 -0.0096
H 4.280 1.900 -0.052 -0.1836 0.0216 0.1653
C 2.394 0.059 1.807 -0.3977 0.9282 -0.6273
C 3.654 -0.771 1.757 0.1338 -0.4104 0.1131
H 1.586 -0.498 2.269 -0.1153 -0.1099 0.2180
H 2.552 0.962 2.403 0.0150 -0.1437 -0.2701
H 3.457 -1.753 1.311 0.2078 0.2136 -0.1278
H 4.001 -0.967 2.781 -0.1773 0.1958 -0.1383
H 4.473 -0.274 1.228 -0.0981 -0.1069 0.2129
C 0.747 -3.493 1.224 0.4588 -0.1163 -0.8122
C 2.212 -3.990 -1.029 -0.7592 0.2031 0.7231
C 1.690 -3.856 2.339 0.2500 -0.0351 0.3240
H 0.123 -4.335 0.891 0.1985 0.3324 0.0241
H 0.116 -2.635 1.507 0.2720 -0.2838 -0.4846
H 2.403 -4.638 2.048 -0.3162 0.3140 0.2537
H 1.089 -4.231 3.181 0.1401 0.0793 -0.2468
H 2.246 -2.979 2.703 -0.1969 -0.2982 -0.1793
C 3.191 -4.910 -0.347 0.2987 -0.1407 -0.0272
H 2.698 -3.321 -1.750 -0.2937 -0.0009 0.3964
H 1.404 -4.542 -1.536 0.1516 0.4177 0.3378
H 3.979 -4.350 0.180 -0.3174 -0.2074 -0.0927
H 3.685 -5.503 -1.135 -0.2026 0.2202 0.2295
H 2.702 -5.622 0.334 0.1896 0.2709 -0.2960
H 0.868 -2.462 -0.594 -0.1943 -0.0445 -0.4065
Ca -0.363 0.957 0.071 -2.4927 -0.4764 -1.3871
C -0.315 -1.582 -1.562 0.2054 0.2489 0.7378
Si -1.331 -1.913 -3.070 0.7702 0.8768 1.4121
H 0.748 -1.305 -1.707 -0.3335 -0.2186 0.4502
H -0.706 -2.318 -0.795 0.9887 1.0362 -0.3052
C -0.166 -2.290 -4.508 -0.2783 -0.2038 -0.0665
C -2.471 -0.449 -3.469 -0.1263 -0.3005 -0.2983
C -2.256 -3.387 -2.354 -0.4490 -0.4546 -0.4589
C 0.188 2.930 1.030 0.4058 0.7538 0.3636
Si -0.280 2.534 2.759 0.5182 1.2653 -1.0462
H -0.444 3.650 0.492 0.0483 -0.1192 0.3705
H 1.247 3.123 0.803 -0.1440 0.0572 0.3367
C 1.235 2.700 3.870 0.0927 0.0491 0.3544
C -0.901 0.776 3.133 -0.1081 -0.4182 0.3537
C -1.606 3.730 3.302 -0.2527 0.0250 0.4168
H -1.710 -3.823 -1.507 -0.0312 0.1321 -0.2794
H -2.349 -4.180 -3.098 -0.4593 -0.1130 0.0463
H -3.235 -3.077 -1.969 0.0192 -0.2303 -0.2680
H 0.372 -1.379 -4.815 -0.2459 -0.2546 0.0055
H -0.735 -2.696 -5.359 0.3931 0.1303 0.0261
H 0.584 -3.024 -4.172 -0.2676 0.1279 -0.2152
H -2.040 0.541 -3.237 -0.0026 -0.4997 -0.0759
H -3.404 -0.536 -2.889 0.2601 0.0449 -0.1723
H -2.729 -0.460 -4.538 -0.1190 0.0972 0.1912
H -0.257 0.368 3.930 -0.1704 -0.0493 -0.2571
H -0.935 0.026 2.319 -0.1356 0.0963 0.2941
H -1.924 0.853 3.532 0.2662 -0.1855 -0.3350
H -1.639 3.763 4.401 -0.2022 0.0896 -0.1467
H -2.597 3.437 2.925 0.2787 0.0711 0.0825
H -1.355 4.730 2.925 -0.0771 -0.2271 0.1211
H 0.899 2.943 4.888 0.2310 -0.0337 -0.0706
H 1.871 3.512 3.495 -0.1032 -0.1715 0.1925
H 1.826 1.775 3.926 -0.1484 0.3243 0.1425
C -3.476 4.223 -2.252 0.0168 0.1652 -0.4655
C -2.905 3.232 -1.307 2.2115 -1.9828 0.2443
N -1.754 2.571 -1.523 -1.2919 1.1481 -0.5389
O -1.319 2.831 -2.850 0.8132 0.1370 -0.8413
C -3.587 2.820 -0.132 1.1163 -1.4700 1.5187
C -4.868 3.389 0.362 -0.4746 0.2606 0.0491
N -2.953 1.791 0.533 -1.3626 1.0328 -0.7090
O -3.575 1.292 1.516 0.1358 0.0828 0.3145
H -2.846 4.242 -3.137 -0.2418 0.2242 -0.0211
H -3.506 5.224 -1.806 -0.0254 -0.2012 0.0176
H -4.497 3.944 -2.535 0.1795 0.0635 0.0791
H -0.364 2.663 -2.881 -0.4402 0.0852 0.3559
H -5.600 2.595 0.576 0.2640 0.1717 0.0866
H -4.744 3.996 1.279 -0.0068 -0.3890 -0.2011
H -5.319 4.055 -0.384 0.1238 -0.1259 0.0844
```
Forces are in eV/Å.

Properties
LUMO (alpha / beta) = -0.25 / -0.25 eV
Molecular weight = 478.88 g mol⁻¹


Formula: C9H21Cl12N3O6
Source: OMol25
Level of theory: wB97M-V/def2-TZVPD

XYZ file:
```
51
Properties=species:S:1:pos:R:3:forces:R:3
C -1.727 -1.500 3.291 0.1117 -0.2891 0.4150
N -2.644 -2.435 4.024 0.4321 -0.3150 -0.4691
O -3.751 -2.036 4.273 -0.5809 0.3360 0.2022
O -2.222 -3.537 4.311 0.1854 0.1399 0.0114
H -1.046 -2.092 2.692 -0.0476 -0.0619 -0.0319
H -1.177 -0.968 4.065 -0.0360 0.1112 -0.0758
H -2.333 -0.831 2.698 -0.0680 0.0986 -0.0108
C 2.279 2.177 2.635 -0.0685 0.8708 0.1200
N 0.867 2.294 2.193 -0.1701 -1.2312 -0.1052
O 0.057 1.556 2.733 0.1318 0.3922 -0.0690
O 0.610 3.037 1.273 -0.0445 0.4634 -0.0480
H 2.402 2.933 3.411 0.0524 -0.1824 0.1013
H 2.906 2.438 1.794 0.0121 -0.1136 -0.1006
H 2.449 1.179 3.002 -0.0165 -0.1218 0.0888
C -0.617 0.682 -0.614 1.7786 0.3049 -0.2136
N -0.286 -0.666 -0.079 0.1893 0.0246 -0.2128
O 0.888 -0.988 0.011 -0.1971 0.1691 0.0924
O -1.212 -1.378 0.230 -0.3320 -0.3092 0.0638
H 0.339 1.065 -0.968 -0.0595 0.0328 -0.0875
H -0.901 1.321 0.216 -0.6456 -0.2120 -0.0775
H -1.271 0.585 -1.468 -0.5811 -0.0004 0.3629
Cl -4.722 4.214 -0.484 -0.1500 0.0712 -0.0449
C -3.422 3.776 0.624 0.1071 0.1680 -0.1325
Cl -3.407 2.050 0.966 -0.0549 -0.1240 0.1290
H -2.491 4.056 0.147 0.1150 -0.1066 0.0370
H -3.547 4.319 1.551 -0.0965 -0.0211 0.0711
Cl 2.981 2.205 -1.712 -0.0705 -0.0560 0.0203
C 3.258 3.958 -1.670 0.3707 -0.2585 0.0999
Cl 4.886 4.372 -2.223 -0.0617 0.0329 -0.1243
H 2.523 4.423 -2.309 -0.0377 0.1470 -0.0164
H 3.200 4.271 -0.638 -0.2649 0.0923 0.0481
Cl -3.829 0.559 -2.687 0.1000 0.0532 -0.1070
C -4.523 -0.984 -2.167 -0.0357 0.0522 0.1782
Cl -5.975 -0.744 -1.200 -0.1136 -0.0125 0.0524
H -4.785 -1.554 -3.046 0.0145 -0.0476 -0.0808
H -3.796 -1.494 -1.549 0.0930 -0.0426 -0.0200
Cl 5.609 -2.438 0.886 0.0375 -0.0262 -0.0168
C 4.198 -1.382 0.880 0.0398 -0.0355 0.1940
Cl 4.632 0.303 1.240 0.1218 -0.0921 -0.1660
H 3.731 -1.435 -0.093 -0.0506 0.1204 -0.0648
H 3.525 -1.704 1.663 -0.0832 -0.0861 -0.0297
Cl 0.125 -0.902 -3.555 0.1645 -0.0771 -0.2734
C 1.731 -0.952 -4.369 -0.4309 0.0496 0.7236
Cl 2.384 -2.575 -4.415 0.0076 -0.1559 -0.1240
H 1.596 -0.552 -5.362 0.0781 -0.0240 -0.1392
H 2.376 -0.352 -3.743 0.1458 0.1781 -0.1685
Cl 0.737 -5.844 -2.443 0.1121 -0.0474 -0.0643
C 0.049 -4.707 -1.265 0.4908 0.0199 -0.3438
Cl -1.152 -5.488 -0.264 -0.2972 0.0905 0.1535
H 0.857 -4.351 -0.640 0.0232 -0.0076 0.1014
H -0.356 -3.888 -1.845 -0.3201 0.0386 0.1520
```
Forces are in eV/Å.

Properties
LUMO = -0.49 eV
SMILES = C[N+](=O)[O-].C[N+](=O)[O-].C[N+](=O)[O-].ClCCl.ClCCl.ClCCl.ClCCl.ClCCl.ClCCl
Molecular weight = 692.72 g mol⁻¹


Formula: C24H78AsF6N6O12
Source: OMol25
Level of theory: wB97M-V/def2-TZVPD

XYZ file:
```
127
Properties=species:S:1:pos:R:3:forces:R:3
As -1.582 -0.899 0.776 0.3893 -0.5715 0.0229
F -0.251 -1.717 -0.023 -0.7055 0.6514 0.1430
F -2.646 -1.193 -0.632 0.7600 0.3801 0.5948
F -2.897 -0.022 1.501 0.0653 -0.5488 0.1351
F -0.589 -0.631 2.208 -0.2750 -0.0082 -0.4739
F -1.012 0.631 0.165 -0.0366 -0.2318 -0.4048
F -2.070 -2.447 1.451 -0.3370 1.2721 -0.2755
O -1.533 -3.005 4.329 -0.6274 0.0817 0.6974
H -1.772 -2.331 4.974 0.0102 0.0152 -0.1233
H -2.320 -3.555 4.239 0.1459 -0.0360 -0.1970
O -1.066 -4.897 1.575 -0.8164 -0.3197 0.0788
H -1.600 -4.080 1.584 0.6816 -0.5821 -0.1448
H -1.614 -5.537 1.107 0.0080 0.1052 -0.0300
O 2.265 -1.295 1.430 0.1203 0.5314 -0.1618
H 3.093 -0.818 1.308 -0.0255 -0.0889 0.0764
H 1.575 -0.615 1.380 -0.0542 -0.1692 -0.0120
O 0.647 -3.261 2.796 -0.1009 0.8665 0.6856
H 1.029 -2.403 2.553 -0.0637 -0.5905 0.0014
H -0.145 -3.030 3.331 0.7347 -0.3586 -0.6014
O -3.398 -3.727 -1.424 -0.0390 0.1852 -0.2428
H -3.794 -3.743 -2.301 0.0368 -0.0088 0.0414
H -3.199 -2.788 -1.251 0.0970 -0.3668 0.0008
O 1.554 -3.984 0.262 0.4165 -0.3907 -0.5122
H 1.535 -3.033 0.114 -0.0867 0.1028 0.2320
H 2.109 -4.335 -0.444 -0.0615 0.0748 0.0292
C -3.844 3.328 1.041 0.2717 -1.1146 0.0160
C -3.015 4.565 1.221 0.3831 1.4029 0.4283
C -1.772 4.671 0.340 -0.6799 -1.2271 -0.3559
O -2.210 4.594 -1.017 0.9110 0.0656 0.0681
C -1.142 4.247 -1.877 -0.2753 0.3612 -0.7789
N -3.852 5.761 1.076 -0.0187 0.9245 -0.2057
H -4.210 3.217 0.021 0.0350 0.0540 -0.0058
H -4.688 3.251 1.727 -0.0698 0.5484 -0.0198
H -3.250 2.445 1.294 0.1174 -0.0218 -0.3482
H -2.616 4.590 2.243 -0.2045 -0.0629 0.0573
H -1.136 3.817 0.610 0.2263 0.0330 -0.3234
H -1.199 5.595 0.463 -0.0945 0.0883 0.3537
H -0.897 3.187 -1.791 0.0791 -0.0778 0.0111
H -0.231 4.850 -1.788 0.0030 0.0426 0.7443
H -1.446 4.492 -2.897 -0.3304 -0.4206 -0.0122
H -3.272 6.576 1.273 -0.0629 -0.0972 0.4332
H -4.044 5.940 0.092 -0.2357 -0.5872 -0.0552
C 1.416 -1.215 -6.157 -0.9421 0.6100 0.6730
C 0.608 -2.523 -6.030 1.7333 -0.1960 -0.1363
C -0.885 -2.340 -6.250 -0.5095 0.3035 -0.4955
O -1.510 -1.410 -5.394 0.2223 0.4442 0.2430
C -1.418 -1.735 -4.004 0.1572 -1.6334 -1.4589
N 1.184 -3.519 -6.962 -0.5743 -0.0138 -0.8453
H 1.055 -0.636 -7.011 0.1016 -0.0625 -0.1217
H 2.494 -1.343 -6.240 -0.0356 -0.4196 -0.1364
H 1.296 -0.580 -5.276 -0.1564 0.0300 -0.0631
H 0.806 -2.980 -5.057 -0.2514 0.2517 0.2112
H -1.459 -3.274 -6.248 0.4069 -0.3200 0.3336
H -1.071 -1.926 -7.248 0.3031 0.0286 -0.1008
H -2.232 -1.213 -3.514 0.4801 0.2727 0.4470
H -0.385 -1.646 -3.666 -0.3042 0.8156 0.5050
H -1.573 -2.824 -3.939 -0.4154 0.0692 0.3758
H 1.038 -3.187 -7.917 -0.3400 -0.0976 0.0281
H 2.196 -3.471 -6.914 0.0192 -0.1195 0.4763
C 4.998 1.913 6.582 0.0943 -0.8609 -0.1595
C 3.984 0.809 6.887 0.1055 -0.0750 0.4719
C 3.096 0.453 5.701 -0.9694 0.9654 0.4534
O 2.165 -0.532 6.086 0.0937 -0.8823 0.4954
C 1.441 -1.113 5.006 0.6566 0.7256 -0.6272
N 4.722 -0.381 7.298 0.2557 -0.7014 0.2932
H 4.522 2.866 6.362 0.1182 0.0617 0.0119
H 5.638 1.570 5.766 -0.1366 0.2420 -0.2265
H 5.674 1.972 7.436 -0.1449 0.3955 0.1071
H 3.386 1.160 7.737 -0.4724 0.0617 -0.2927
H 3.714 0.228 4.826 -0.0547 -0.4948 -0.0076
H 2.458 1.315 5.463 0.4753 0.4162 -0.3044
H 0.990 -0.327 4.392 -0.0562 0.0803 -0.0398
H 0.629 -1.759 5.321 0.2919 -0.1311 0.5130
H 2.139 -1.659 4.372 -0.1860 -0.2607 -0.0729
H 5.084 -0.273 8.241 0.1952 0.3031 -0.1320
H 4.105 -1.182 7.397 -0.2138 0.1479 -0.4007
C -6.893 -3.093 -0.346 -1.5289 0.7238 0.8004
C -5.865 -2.159 0.270 1.5581 -0.4419 -0.1259
C -6.350 -1.049 1.216 -0.6563 -0.0589 -0.8391
O -7.039 -0.017 0.541 -1.1103 0.7331 -0.0137
C -6.357 0.673 -0.484 0.7471 -0.9126 -0.0401
N -4.913 -2.980 1.030 -0.3745 0.0394 0.1962
H -7.573 -3.436 0.443 0.1638 -0.2838 0.0432
H -6.484 -3.966 -0.847 0.3322 0.1497 0.0019
H -7.559 -2.550 -1.024 0.2224 -0.0114 -0.2280
H -5.346 -1.723 -0.596 0.0354 0.4304 0.1652
H -5.583 -0.540 1.811 0.5141 -0.6828 -0.1083
H -7.090 -1.495 1.885 0.0992 0.1014 0.1605
H -5.271 0.599 -0.351 0.0432 0.0442 0.0308
H -6.596 1.734 -0.526 -0.4267 -0.0616 0.2404
H -6.598 0.182 -1.431 0.0560 0.2992 -0.2436
H -4.211 -2.377 1.438 0.0621 -0.0901 -0.0052
H -4.431 -3.588 0.373 0.0101 0.0128 0.1933
C 2.928 3.035 -1.418 -0.5432 -1.8123 0.6044
C 2.500 3.582 -0.062 0.1059 0.7585 -0.6337
C 1.686 2.566 0.741 -0.1399 0.1033 -0.1227
O 1.255 3.168 1.947 -0.2935 -0.0854 -0.3023
C 0.518 2.239 2.726 0.2565 0.2152 0.6335
N 3.672 4.081 0.648 0.1251 -0.4576 0.5327
H 3.524 3.662 -2.073 -0.2483 0.4032 0.1704
H 2.028 2.627 -1.888 0.0852 0.4169 -0.4991
H 3.499 2.111 -1.244 0.3048 0.1386 0.0014
H 1.884 4.459 -0.289 -0.2593 -0.0986 0.3468
H 2.293 1.679 0.986 0.2862 0.0451 -0.0516
H 0.821 2.177 0.192 -0.0228 0.1801 -0.1851
H 1.166 1.390 2.964 -0.1166 -0.1541 0.0350
H -0.407 1.865 2.285 0.1389 0.1162 -0.4375
H 0.252 2.741 3.657 0.1011 0.0255 0.0143
H 4.257 3.261 0.814 0.2163 0.2012 -0.0380
H 3.380 4.356 1.584 -0.0117 0.1302 -0.1003
C 6.165 -0.856 -3.781 0.4717 0.0437 0.2826
C 4.759 -0.355 -4.037 0.1163 -0.6523 0.9027
C 3.832 -0.580 -2.836 -0.1120 0.7178 -0.6881
O 2.561 -0.074 -3.228 0.1137 -0.1030 0.5943
C 1.583 -0.353 -2.229 -0.3580 -0.1640 -1.0431
N 4.815 1.054 -4.395 -0.4794 0.5410 -0.1035
H 6.605 -0.369 -2.904 -0.0387 0.2142 -0.0698
H 6.779 -0.612 -4.649 0.0929 -0.0685 0.0492
H 6.265 -1.922 -3.572 -0.3485 -0.0726 -0.2357
H 4.336 -0.980 -4.829 -0.0639 0.4154 -0.3626
H 4.201 0.040 -2.009 0.0854 -0.3113 0.3017
H 3.729 -1.632 -2.550 0.2294 -0.0555 0.0560
H 0.666 0.140 -2.551 0.0745 0.3431 0.3132
H 1.906 -0.039 -1.236 -0.0936 -0.0314 0.0764
H 1.329 -1.416 -2.268 0.2659 -0.1367 0.4990
H 5.578 1.562 -3.959 0.3125 -0.4905 0.0231
H 3.994 1.527 -4.025 -0.2382 -0.1688 -0.3747
```
Forces are in eV/Å.

Properties
LUMO = 2.12 eV
Total charge = -1
Molecular weight = 831.83 g mol⁻¹


Formula: C4H7NO2
Source: OMol25
Level of theory: wB97M-V/def2-TZVPD

XYZ file:
```
14
Properties=species:S:1:pos:R:3:forces:R:3
C -0.525 1.657 -0.338 3.0788 -4.1436 3.6960
C -0.187 0.484 0.437 3.9698 4.1990 -3.7219
C 1.403 0.052 0.284 -4.7103 0.6514 -3.6019
N 1.361 -1.318 -0.218 3.6109 -0.5714 2.8976
O -1.015 -0.369 1.135 -2.0671 -0.2587 -0.3536
C -1.979 -0.917 0.249 0.9504 3.3518 -4.0370
O -1.606 -0.770 -0.957 -3.5684 -2.6444 4.3635
H 0.205 2.375 -0.786 -0.7181 -1.1734 0.5191
H -1.487 1.894 -0.129 -3.0643 1.4287 -0.2933
H 1.767 0.114 1.216 1.9303 0.1997 3.1855
H 1.805 0.831 -0.467 -0.2457 -1.1288 1.4654
H 1.069 -1.218 -1.159 0.4207 -0.8837 -1.2449
H 2.362 -1.800 0.047 -3.4091 1.3719 -1.8677
H -3.174 -1.014 0.684 3.8222 -0.3986 -1.0066
```
Forces are in eV/Å.

Properties
LUMO = 0.25 eV
SMILES = C=C(CN)OC=O
Molecular weight = 101.10 g mol⁻¹


Formula: C7H10N2O
Source: OMol25
Level of theory: wB97M-V/def2-TZVPD

XYZ file:
```
20
Properties=species:S:1:pos:R:3:forces:R:3
C 0.180 -3.319 -0.239 0.4012 -1.6743 -1.8542
C 1.151 -2.432 -0.069 4.2104 2.4327 2.2781
C 1.084 -1.358 0.909 -1.9391 -2.2620 -2.2985
N -0.124 -1.083 1.407 -0.0494 -0.5977 0.6981
C -1.148 -1.970 1.130 -1.8126 5.0323 -0.4706
C -0.992 -3.035 0.295 -6.2125 0.0009 1.8281
H 0.165 -4.175 -0.865 0.8389 -0.5409 -0.7546
H 2.164 -2.523 -0.452 -0.2331 -0.4537 -0.4833
H 2.019 -0.799 1.048 -0.8287 0.2609 0.4550
H -2.310 -1.395 1.206 3.5834 -2.2342 0.4776
H -2.017 -3.508 0.070 2.1078 0.0512 0.1193
C 0.151 3.503 0.509 0.5433 0.3764 0.5019
C -0.049 2.936 -0.862 -0.9366 2.0307 -1.1682
N 0.176 1.630 -0.989 1.8476 -2.6177 1.3223
O -0.500 3.663 -1.771 0.7331 -1.5365 1.2274
H 0.305 4.570 0.306 0.2624 -0.2354 0.4377
H 1.040 3.045 1.086 -1.7677 0.6807 -0.6712
H -0.858 3.452 0.987 1.0387 -0.2974 0.1790
H 0.088 1.181 -1.873 -0.2102 0.0631 -0.6645
H 0.783 1.069 -0.312 -1.5769 1.5211 -1.1594
```
Forces are in eV/Å.

Properties
LUMO = 0.52 eV
SMILES = c1ccncc1.CC(N)=O
Molecular weight = 138.17 g mol⁻¹


Formula: CH3I2NO
Source: OMol25
Level of theory: wB97M-V/def2-TZVPD

XYZ file:
```
8
Properties=species:S:1:pos:R:3:forces:R:3
C 1.384 -0.092 -0.292 0.7707 -1.5412 3.7796
N -2.235 0.197 0.999 0.2359 0.1458 0.8827
O 0.803 1.125 -0.592 -0.6622 0.3716 -0.2064
I -1.220 1.344 -0.111 0.5229 0.5707 -0.6039
I -3.497 -1.230 0.334 0.0016 -0.3227 -0.4884
H 2.156 -0.028 0.690 -2.1319 0.0380 -2.1718
H 2.062 -0.469 -1.057 -0.5418 -0.0262 -0.4638
H 0.548 -0.847 0.028 1.8047 0.7640 -0.7280
```
Forces are in eV/Å.

Properties
LUMO = -1.66 eV
Molecular weight = 298.85 g mol⁻¹


Max |F|: 3.07; 1.82; 2.20; 6.87; 6.48; 4.15 (eV/Å)